Record 1
Below is a structure of composition C22H32BrF3InN3O5STe, with properties calculated with ωB97M-V with the def2-TZVPD basis set.

The LUMO energy is -6.411 eV. For the molar mass, the calculation gives 829.9 g/mol. The net charge is +2. The value obtained for the energy above the lowest of the compared OMol25 structures with the same formula, charge and spin is 0.0 kcal/mol. The HOMO energy is -14.23 eV. The total energy is -139525.0153 eV. The value obtained for the orbital gap is 7.8 eV.

Each line ends with the Mulliken charge.
Atoms and positions in Å:
In1 0.89 -0.24 0.06  0.698
C1 3.89 1.09 0.17  -0.430
C2 3.67 0.88 1.53  -0.496
C3 2.70 1.61 2.20  -0.434
C4 1.96 2.57 1.52  -0.452
C5 2.19 2.80 0.17  -0.283
C6 3.15 2.06 -0.51  -0.402
H1 4.66 0.54 -0.35  0.442
H2 4.28 0.17 2.07  0.453
H3 2.55 1.47 3.26  0.490
H4 1.23 3.17 2.05  0.399
H5 1.65 3.58 -0.35  0.441
H6 3.35 2.25 -1.55  0.404
N1 -2.24 -1.58 0.91  0.266
C7 -2.71 -2.76 1.72  0.033
C8 -2.66 -2.40 3.20  -1.136
C9 -1.23 -2.22 3.73  0.161
N2 -0.65 -0.98 3.16  -0.542
C10 -0.38 -3.44 3.40  -1.488
C11 -0.42 -3.90 1.94  0.138
N3 0.39 -3.01 1.08  -0.271
C12 -1.86 -3.98 1.41  -1.357
H7 -2.94 -0.84 0.80  0.477
H8 -1.94 -1.83 -0.03  0.226
H9 -1.44 -1.15 1.44  -0.034
H10 -3.74 -2.95 1.41  0.323
H11 -3.13 -3.23 3.74  0.492
H12 -3.27 -1.52 3.41  0.421
H13 -1.28 -2.14 4.82  0.332
H14 0.35 -0.95 3.35  0.187
H15 -1.04 -0.17 3.64  0.237
H16 -0.75 -4.27 4.01  0.458
H17 0.65 -3.28 3.71  0.430
H18 -0.02 -4.92 1.90  0.387
H19 0.35 -3.35 0.12  0.181
H20 1.37 -3.11 1.35  0.293
H21 -2.35 -4.83 1.88  0.469
H22 -1.86 -4.19 0.34  0.444
Br1 -0.41 4.40 -4.89  -0.125
C13 -1.44 4.17 -3.30  0.074
C14 -2.64 4.83 -3.10  -0.608
C15 -3.46 4.40 -2.06  -0.640
C16 -3.14 3.26 -1.33  -0.481
C17 -1.95 2.60 -1.56  0.232
C18 -1.05 3.13 -2.48  -1.208
C19 -1.68 1.18 -1.12  0.627
O1 -1.63 0.86 0.08  -0.763
O2 -1.53 0.36 -2.07  -0.508
H23 -2.94 5.65 -3.74  0.484
H24 -4.38 4.92 -1.87  0.427
H25 -3.85 2.87 -0.61  0.441
H26 -0.07 2.68 -2.60  1.315
F1 1.17 -3.52 -4.63  -0.177
C20 1.64 -2.31 -4.40  0.494
F2 1.80 -1.65 -5.53  -0.186
F3 2.79 -2.38 -3.75  -0.176
S1 0.46 -1.37 -3.32  1.245
O3 -0.71 -1.06 -4.29  -0.590
O4 1.15 -0.14 -3.01  -0.697
O5 0.08 -2.25 -2.25  -0.542
C21 -3.12 0.73 -4.73  -0.970
Te1 -1.06 0.97 -4.57  1.249
C22 -0.76 0.65 -6.63  -1.162
H27 -3.49 1.52 -5.39  0.421
H28 -3.55 0.81 -3.73  0.276
H29 -3.30 -0.25 -5.17  0.402
H30 -1.15 -0.33 -6.91  0.378
H31 0.30 0.74 -6.85  0.367
H32 -1.32 1.44 -7.14  0.446

Record 2
Below is a cluster of 3 separate species, C20H28F16NO8 in total, with properties calculated with ωB97M-V with the def2-TZVPD basis set.

The LUMO energy is 2.086 eV. For the molar mass, the calculation gives 714.4 g/mol. The net charge is -1. The HOMO energy is -4.68 eV. The total energy is -82537.7410 eV. The value obtained for the orbital gap is 6.8 eV.

Each line ends with the Mulliken charge.
Atoms and positions in Å:
C1 -0.02 4.49 -0.18  -0.868
C2 0.33 3.40 -1.39  0.280
O1 1.76 3.02 -1.44  -0.408
C3 2.16 2.24 -0.26  0.071
C4 2.67 0.69 -0.64  -0.160
O2 2.52 -0.09 0.59  -0.302
C5 1.85 -1.38 0.38  -0.028
N1 1.16 -1.75 1.66  -0.391
C6 -0.23 -1.18 1.82  0.006
O3 -1.09 -1.25 0.62  -0.383
C7 -1.20 0.02 -0.09  0.443
C8 -1.74 -0.20 -1.66  -0.018
C9 -2.42 -1.67 -1.91  -1.116
O4 -0.52 -0.14 -2.54  -0.520
C10 -0.26 0.32 2.56  0.291
O5 0.82 1.05 2.83  -0.635
O6 -1.60 0.84 2.99  -0.660
H1 -0.01 3.88 0.85  0.215
H2 0.80 5.34 -0.08  0.251
H3 -1.10 4.93 -0.27  0.321
H4 0.00 3.87 -2.43  0.262
H5 -0.30 2.42 -1.27  -0.191
H6 3.02 2.75 0.36  0.264
H7 1.25 2.09 0.47  -0.227
H8 2.01 0.34 -1.54  0.149
H9 3.78 0.80 -1.03  0.174
H10 1.20 -1.44 -0.59  0.196
H11 2.72 -2.18 0.23  0.070
H12 1.77 -1.37 2.45  0.303
H13 -0.77 -1.88 2.62  0.110
H14 -1.93 0.81 0.38  0.356
H15 -0.12 0.51 -0.22  -0.387
H16 -2.44 0.65 -2.03  0.395
H17 -1.62 -2.42 -2.38  0.245
H18 -2.96 -2.13 -0.97  0.247
H19 -3.27 -1.56 -2.74  0.303
H20 -0.57 0.73 -3.05  0.301
C11 -4.67 0.14 4.38  -0.400
C12 -5.42 1.46 4.15  0.857
C13 -6.38 1.87 5.26  0.091
F1 -7.32 0.94 5.52  -0.215
F2 -7.05 3.01 4.92  -0.296
F3 -6.04 1.40 2.94  -0.301
F4 -4.47 2.44 4.03  -0.314
O7 -5.25 -1.04 3.81  -0.382
C14 -6.32 -1.62 4.55  0.747
C15 -7.68 -1.47 3.87  0.227
F5 -7.95 -0.18 3.54  -0.197
F6 -8.69 -1.87 4.70  -0.273
F7 -6.29 -1.12 5.81  -0.283
F8 -6.01 -2.94 4.67  -0.301
H21 -3.70 0.24 3.87  0.222
H22 -4.41 -0.01 5.44  0.353
H23 -5.84 2.08 6.19  0.272
H24 -7.73 -2.07 2.96  0.222
C16 4.99 -0.48 -4.83  -0.693
C17 6.39 -0.74 -5.40  0.829
C18 6.74 -2.21 -5.63  0.101
F9 6.64 -2.96 -4.50  -0.198
F10 8.03 -2.34 -6.06  -0.291
F11 7.32 -0.12 -4.62  -0.271
F12 6.46 -0.11 -6.62  -0.335
O8 4.90 -0.33 -3.41  -0.339
C19 4.87 -1.55 -2.67  0.592
C20 6.15 -1.79 -1.85  0.337
F13 7.27 -1.69 -2.61  -0.232
F14 6.15 -3.04 -1.32  -0.274
F15 4.58 -2.56 -3.51  -0.292
F16 3.80 -1.45 -1.83  -0.186
H25 4.68 0.50 -5.22  0.427
H26 4.24 -1.18 -5.22  0.324
H27 6.09 -2.65 -6.39  0.283
H28 6.23 -1.07 -1.04  0.227

Record 3
Below is a cluster of 2 separate species, C27H42N2O3 in total, with properties calculated with ωB97M-V with the def2-TZVPD basis set.

The LUMO energy is -0.848 eV. For the molar mass, the calculation gives 442.6 g/mol. Its SMILES is C#CCCC[C@]1(NCCCC)COC(=O)[C@@H]1CC(=O)c1ccccc1.CCN(CC)CC. The net charge is 0. The HOMO energy is -7.55 eV. The total energy is -37782.7531 eV. The value obtained for the orbital gap is 6.7 eV.

Each line ends with the Mulliken charge.
Atoms and positions in Å:
C1 3.89 -3.46 -0.19  -0.258
C2 4.34 -2.34 0.56  -0.335
C3 4.97 -0.86 0.95  -0.428
C4 3.89 0.18 1.62  -0.533
C5 2.48 0.33 0.81  -0.544
C6 2.31 1.81 0.05  0.474
N1 3.43 1.74 -0.96  -0.125
C7 3.15 2.52 -2.22  -0.132
C8 3.14 4.16 -2.03  -0.230
C9 3.33 4.94 -3.49  -0.440
C10 2.85 4.03 -4.78  -0.783
C11 2.44 3.07 1.13  -0.182
O1 1.23 2.83 1.98  -0.347
C12 0.11 2.49 1.06  0.209
O2 -1.20 2.46 1.42  -0.585
C13 0.78 2.14 -0.43  -0.105
C14 -0.04 1.11 -1.41  -0.368
C15 -0.50 -0.30 -0.71  0.090
O3 -1.06 -0.45 0.49  -0.363
C16 -0.27 -1.69 -1.61  0.291
C17 -0.29 -1.70 -3.26  -0.196
C18 -0.03 -3.02 -4.21  -0.362
C19 0.27 -4.46 -3.49  -0.336
C20 0.26 -4.52 -1.84  -0.514
C21 -0.01 -3.18 -0.89  -0.315
H1 3.67 -4.42 -0.86  0.339
H2 5.79 -1.08 1.79  0.360
H3 5.59 -0.37 0.06  0.277
H4 4.47 1.21 1.77  0.207
H5 3.69 -0.23 2.73  0.304
H6 2.34 -0.48 -0.04  0.376
H7 1.61 0.14 1.59  0.040
H8 3.77 0.77 -1.14  0.340
H9 2.20 2.14 -2.83  -0.163
H10 4.07 2.30 -2.95  0.357
H11 2.14 4.58 -1.58  0.063
H12 4.05 4.53 -1.36  0.179
H13 4.47 5.21 -3.66  0.246
H14 2.66 5.93 -3.54  0.296
H15 2.83 4.61 -5.80  0.319
H16 3.62 3.13 -4.94  0.215
H17 1.80 3.51 -4.62  0.157
H18 3.37 3.09 1.85  0.211
H19 2.34 4.15 0.68  0.243
H20 0.58 3.18 -0.98  0.197
H21 -1.04 1.66 -1.72  0.407
H22 0.50 0.84 -2.41  -0.060
H23 -0.50 -0.67 -3.82  0.253
H24 -0.04 -2.85 -5.39  0.270
H25 0.49 -5.38 -4.19  0.291
H26 0.47 -5.59 -1.37  0.306
H27 -0.01 -3.29 0.28  0.328
C22 -6.89 -1.88 4.19  -1.414
C23 -5.44 -1.41 4.11  -0.273
N2 -4.57 -2.27 3.30  0.139
C24 -3.14 -1.93 3.43  -1.008
C25 -2.69 -0.56 2.92  -0.432
C26 -5.01 -2.54 1.93  -0.677
C27 -5.21 -1.34 1.01  -0.742
H28 -6.95 -2.90 4.60  0.322
H29 -7.46 -1.22 4.85  0.429
H30 -7.38 -1.87 3.21  0.294
H31 -5.06 -1.39 5.13  0.415
H32 -5.43 -0.37 3.75  0.237
H33 -2.54 -2.70 2.94  0.310
H34 -2.88 -1.99 4.49  0.404
H35 -2.62 -0.54 1.83  -0.006
H36 -1.69 -0.34 3.30  0.369
H37 -3.36 0.25 3.24  0.332
H38 -5.95 -3.10 1.98  0.363
H39 -4.32 -3.24 1.45  0.310
H40 -5.71 -0.51 1.50  0.220
H41 -5.84 -1.63 0.16  0.397
H42 -4.27 -0.99 0.59  0.072